Below is 2 unconnected molecules or ions with the total composition C5H15NO in a non-equilibrium geometry, with properties calculated with the ωB97M-V functional and the def2-TZVPD basis.

Each line ends with the Mulliken charge.
Cartesian coordinates (Å):
C -1.15761 -0.59724 -0.34976  -1.17
C -0.61878 0.06715 1.01591  -0.41
N 0.74864 -0.37817 1.33790  0.12
C 1.53645 -1.63426 1.37018  -0.29
C 1.08998 -2.62857 0.26386  -1.20
C 1.32769 0.59260 2.27383  -1.22
H -0.27504 -0.47495 -0.96949  0.28
H -1.42802 -1.61985 -0.05858  0.19
H -1.98069 0.04307 -0.63279  0.43
H -1.35026 -0.19416 1.80002  0.28
H -0.68141 1.14179 0.83819  0.39
H 1.32856 -2.11227 2.35342  0.27
H 2.65341 -1.53344 1.35352  0.32
H 0.18937 -3.19196 0.45832  0.29
H 2.06283 -3.08612 0.04342  0.35
H 0.88143 -2.13369 -0.66346  0.34
H 1.04976 0.40980 3.32877  0.31
H 1.12403 1.59426 1.81755  0.36
H 2.40563 0.50086 2.24527  0.36
H -1.66666 3.95443 -4.44878  0.32
H -2.58243 3.02448 -5.13851  0.32
O -2.51713 3.95524 -4.90872  -0.64

Properties
energy relative to the best compared isomer or geometry (same formula, charge and spin) = 242.8 kJ/mol
E_HOMO = -0.288 Ha
E_tot = -8963.843 eV
lowest unoccupied orbital energy = 0.710 eV
charge = 0
max |F| = 3.2 eV/Å